{"formula": "C22H24BrF24IO6", "method": "the ωB97M-V functional and the def2-TZVPD basis", "species": ["F", "C", "F", "C", "F", "F", "C", "O", "C", "F", "F", "C", "F", "F", "H", "H", "H", "H", "F", "C", "F", "C", "F", "F", "C", "O", "C", "F", "F", "C", "F", "F", "H", "H", "H", "H", "F", "C", "F", "C", "F", "F", "C", "O", "C", "F", "F", "C", "F", "F", "H", "H", "H", "H", "C", "C", "Br", "C", "O", "C", "O", "O", "C", "C", "C", "I", "H", "H", "H", "H", "H", "H", "H", "H", "H", "H", "H", "H"], "xyz": [[-7.67584, -3.56991, 4.82818], [-7.95818, -3.07263, 6.04484], [-9.31208, -3.00103, 6.11799], [-7.34311, -1.69119, 6.28961], [-7.87112, -0.76777, 5.45269], [-7.70400, -1.30433, 7.54886], [-5.80181, -1.60195, 6.22259], [-5.21376, -1.14737, 4.99350], [-5.01670, -2.09279, 3.96527], [-5.18518, -3.33477, 4.45907], [-3.71174, -2.00467, 3.62244], [-5.87935, -1.81279, 2.72977], [-7.19781, -1.77141, 3.03244], [-5.72223, -2.79213, 1.80728], [-7.62285, -3.79011, 6.80064], [-5.51792, -0.83147, 6.94440], [-5.31866, -2.51185, 6.58635], [-5.60763, -0.85560, 2.27572], [4.84093, 2.87479, 1.59979], [4.90559, 3.93746, 0.77837], [4.39678, 4.98541, 1.47705], [4.12401, 3.74187, -0.52405], [2.79644, 3.62364, -0.28166], [4.26920, 4.88365, -1.26030], [4.57375, 2.57128, -1.42672], [3.83867, 1.33902, -1.32486], [4.19022, 0.44323, -0.29581], [5.36572, 0.81772, 0.24584], [4.42338, -0.74489, -0.90003], [3.07689, 0.26599, 0.74346], [2.71439, 1.43875, 1.30002], [3.48730, -0.53701, 1.75630], [5.95863, 4.15571, 0.57380], [4.39094, 2.89797, -2.45207], [5.64012, 2.40481, -1.37928], [2.18846, -0.17715, 0.28641], [7.51798, 1.02097, -4.64909], [7.20168, 1.47281, -3.42542], [5.83201, 1.48618, -3.37964], [7.78551, 2.86737, -3.14006], [7.24935, 3.79709, -3.96240], [7.40893, 3.22541, -1.87631], [9.32548, 2.98605, -3.18616], [9.91917, 3.47684, -4.39780], [10.14610, 2.55706, -5.44401], [9.99518, 1.30288, -4.98105], [11.45201, 2.67728, -5.76795], [9.29370, 2.84772, -6.68535], [7.97608, 2.85982, -6.40086], [9.48315, 1.89474, -7.62849], [7.54556, 0.74399, -2.68385], [9.58661, 3.74636, -2.44507], [9.82094, 2.07766, -2.83541], [9.55432, 3.81868, -7.11313], [-1.39504, -3.33707, -0.40149], [-1.70379, -1.96332, 0.35032], [-0.01373, -1.29794, 1.15067], [-2.27939, -0.80695, -0.58009], [-3.51243, -1.16666, -1.25199], [-4.63205, -0.78154, -0.52156], [-4.59997, -0.58918, 0.72468], [-5.88385, -0.63693, -1.20432], [-6.85183, -1.39672, -0.42674], [-8.15264, -1.82342, -1.24119], [-9.13589, -2.53386, -0.16180], [-9.36172, -4.66884, -0.52224], [-0.45318, -3.80476, 0.04965], [-2.22753, -4.10637, -0.26178], [-1.21151, -3.20249, -1.52534], [-2.43877, -2.18354, 1.18342], [-2.34385, 0.15539, 0.02846], [-1.51249, -0.60611, -1.40816], [-7.21822, -0.79360, 0.47718], [-6.33343, -2.35996, -0.10854], [-7.89608, -2.56866, -2.06206], [-8.68030, -0.92887, -1.72920], [-10.13281, -1.98801, -0.06411], [-8.64475, -2.43796, 0.87041]], "mulliken_charge": [-0.1829, 0.0738, -0.2784, 0.8968, -0.2594, -0.3302, -0.7239, -0.3875, 0.4569, -0.2946, -0.2858, 0.3932, -0.2687, -0.2884, 0.2644, 0.4055, 0.3197, 0.4886, -0.2128, 0.1568, -0.2905, 0.8596, -0.2935, -0.3281, -0.7666, -0.4392, 0.7972, -0.2948, -0.2968, 0.4975, -0.2294, -0.2694, 0.2193, 0.6873, 0.2030, -0.1235, -0.2221, 0.0503, -0.2446, 1.0977, -0.2927, -0.3259, -0.9443, -0.4111, 0.7709, -0.2754, -0.2919, 0.1913, -0.2025, -0.2544, 0.3291, 0.4562, 0.3486, 0.2381, -1.0703, 0.6935, -0.0707, -0.6434, -0.3183, 0.6113, -0.5878, -0.3710, 0.0149, -0.6993, -0.5207, 0.0280, 0.3727, 0.2710, 0.2774, -0.2310, 0.4141, 0.4280, 0.1435, 0.2609, 0.3625, 0.2784, 0.4251, 0.0390], "molar_mass_da": 1047.188, "lumo_energy_ev": 0.3931, "energy_ev": -178848.8491, "multiplicity": 1, "smiles": "FC(F)C(F)(F)COC(F)(F)C(F)F.FC(F)C(F)(F)COC(F)(F)C(F)F.FC(F)C(F)(F)COC(F)(F)C(F)F.C[C@@H](Br)COC(=O)OCCCI", "homo_ev": -9.51, "largest_force_ev_per_a": 4.9, "total_charge": 0}